(1)
The following is a quantum chemistry calculation of a 3-piece molecular cluster, C28H54FN4O7 overall in a non-equilibrium geometry, from the OMol25 dataset.

```
94
Properties=species:S:1:pos:R:3:mulliken_charge:R:1
C -0.54 3.46 0.20 -1.2389
C -0.58 2.70 -1.15 1.1606
C 0.84 2.12 -1.39 0.2249
C 0.86 0.83 -2.21 -1.1538
N 0.41 -0.37 -1.48 -0.4205
N 0.11 -0.12 -0.11 0.8895
C 1.28 -0.44 0.74 -1.6139
C 1.54 0.57 1.87 0.7781
C 2.45 -0.11 2.91 -1.6065
C -1.01 -0.95 0.25 1.1357
F -0.69 -2.32 0.07 -0.4922
C -2.26 -0.70 -0.62 -0.8666
O -3.40 -0.28 0.14 -0.4272
C -3.79 1.00 -0.07 0.0749
C -4.11 1.53 -1.30 0.0369
C -4.51 2.83 -1.48 -0.6169
C -4.62 3.63 -0.38 -0.3198
C -4.35 3.12 0.87 -0.6783
C -3.93 1.82 1.03 -0.1565
C -1.35 -0.79 1.78 0.2557
O -1.60 0.36 2.22 -0.7091
O -1.37 -1.82 2.46 -0.7913
H 0.42 3.97 0.34 0.3054
H -0.70 2.78 1.04 0.1834
H -1.36 4.19 0.25 0.3707
H -1.24 1.85 -0.98 -1.0405
H -0.90 3.37 -1.94 0.5012
H 1.38 2.06 -0.45 -0.5742
H 1.37 2.87 -2.00 0.5659
H 0.20 0.98 -3.07 0.2710
H 1.89 0.67 -2.57 0.4027
H 1.03 -1.16 -1.60 0.3020
H 1.20 -1.43 1.22 0.3352
H 2.20 -0.49 0.15 0.6170
H 2.12 1.43 1.50 -0.1977
H 0.62 0.97 2.31 0.1660
H 3.40 -0.37 2.42 0.3110
H 2.68 0.57 3.73 0.3863
H 1.99 -1.04 3.26 0.4182
H -2.51 -1.67 -1.05 -0.0079
H -2.04 -0.04 -1.47 0.3449
H -4.02 0.90 -2.19 0.3467
H -4.72 3.19 -2.48 0.3872
H -4.92 4.67 -0.50 0.3539
H -4.46 3.73 1.75 0.3498
H -3.73 1.47 2.03 0.4247
C -4.48 -8.28 -3.42 -0.7167
O -5.35 -7.81 -2.41 -0.3334
C -5.05 -8.32 -1.12 -0.8093
C -4.53 -7.23 -0.20 -0.1528
N -3.19 -6.80 -0.60 -0.3294
C -2.73 -5.59 0.08 -1.0148
C -3.48 -4.29 -0.17 -0.0138
O -3.37 -3.80 -1.50 -0.3863
C -4.28 -4.34 -2.44 -0.6623
H -4.88 -7.94 -4.38 0.2385
H -3.47 -7.88 -3.31 0.3008
H -4.44 -9.37 -3.43 0.3364
H -4.35 -9.16 -1.17 0.4138
H -6.00 -8.69 -0.70 0.3911
H -4.49 -7.61 0.82 0.3632
H -5.25 -6.40 -0.24 0.1880
H -3.19 -6.63 -1.60 0.1183
H -1.69 -5.43 -0.24 0.4075
H -2.70 -5.78 1.15 0.3845
H -3.03 -3.53 0.46 0.1684
H -4.54 -4.35 0.13 0.2863
H -5.24 -4.59 -1.98 0.3366
H -3.86 -5.21 -2.94 0.1492
H -4.46 -3.58 -3.20 0.3086
C 6.73 2.62 3.28 -0.7490
O 5.72 3.61 3.25 -0.2719
C 6.21 4.94 3.23 -0.8404
C 5.91 5.60 1.90 -0.1614
N 6.72 5.03 0.83 -0.3474
C 6.31 5.44 -0.51 -0.8004
C 4.93 5.02 -0.99 -0.3795
O 4.78 3.62 -1.18 -0.4610
C 4.44 2.89 -0.02 -0.2881
H 6.24 1.66 3.44 0.2361
H 7.28 2.58 2.34 0.3127
H 7.43 2.79 4.10 0.3316
H 7.28 4.98 3.46 0.3985
H 5.68 5.49 4.02 0.3831
H 6.13 6.67 1.97 0.3903
H 4.84 5.48 1.71 0.1624
H 6.67 4.02 0.89 0.1186
H 7.04 5.01 -1.21 0.3716
H 6.40 6.53 -0.59 0.4047
H 4.78 5.46 -1.98 0.3718
H 4.12 5.41 -0.36 0.3027
H 3.83 3.46 0.68 0.2236
H 5.34 2.52 0.48 0.2690
H 3.87 2.01 -0.33 0.0620
```

Computed properties:
**HOMO-LUMO gap**: 7.12 eV
**Charge**: -1
**LUMO energy**: 2.498 eV



(2)
The following is a quantum chemistry calculation of C28H54P2SiY as an isolated structure in a non-equilibrium geometry, from the OMol25 dataset.

```
86
Properties=species:S:1:pos:R:3:mulliken_charge:R:1
Y 0.03 -0.35 1.40 -0.9476
C -0.53 -2.63 2.40 0.4282
C 0.83 -2.70 1.96 1.1133
C 0.74 -1.23 3.75 0.6267
C -0.57 -1.74 3.53 0.8313
C 1.61 -1.82 2.77 0.5553
C -1.67 -3.46 1.95 -1.8563
H -1.50 -3.86 0.94 0.3497
H -2.61 -2.89 1.94 0.4061
H -1.81 -4.32 2.63 0.3287
C -1.74 -1.49 4.40 -1.3057
H -2.61 -2.06 4.07 0.4148
H -2.01 -0.43 4.42 -0.0266
H -1.51 -1.78 5.44 0.3215
C 1.15 -0.36 4.87 -1.5467
H 0.93 -0.84 5.84 0.2841
H 0.61 0.60 4.86 -0.1184
H 2.22 -0.14 4.83 0.3981
C 3.08 -1.63 2.73 -1.6644
H 3.58 -2.25 3.49 0.3521
H 3.35 -0.58 2.95 0.3071
H 3.49 -1.89 1.74 0.2857
C 1.37 -3.64 0.94 -1.7038
H 1.68 -4.58 1.41 0.3159
H 2.24 -3.21 0.43 0.3258
H 0.61 -3.89 0.18 0.4231
C -1.58 0.39 -4.53 -0.4431
C -1.63 -0.95 -4.66 -0.4378
C -0.84 -1.72 -5.67 -0.8608
C 0.61 -1.22 -5.92 -0.9904
C 1.30 -0.63 -4.72 -0.2312
C 1.42 0.69 -4.52 -0.4171
C 0.54 1.75 -5.14 -0.8314
C -0.92 1.32 -5.50 -1.4861
H -1.37 -1.70 -6.65 0.4418
H 0.62 -0.53 -6.77 0.2963
H -0.79 -2.79 -5.39 0.3472
H -0.96 0.95 -6.53 0.3569
H -2.18 0.92 -3.78 1.1861
H -2.41 -1.53 -4.14 0.6253
H -1.52 2.24 -5.49 0.3988
H 0.47 2.62 -4.46 0.2837
H 2.27 1.10 -3.95 0.8243
H 1.01 2.13 -6.07 0.4475
H 1.20 -2.09 -6.24 0.4198
H 1.85 -1.35 -4.09 0.4398
P -1.13 -0.47 -1.01 1.8072
P 2.04 0.91 -0.05 1.3186
C -0.09 0.77 -1.95 0.0022
C 0.95 1.69 -1.34 -1.2195
H -0.83 1.37 -2.48 0.7772
H 0.37 0.14 -2.72 -0.8660
H 1.61 2.06 -2.13 0.5605
H 0.45 2.56 -0.88 0.4085
C 2.89 2.29 0.74 -1.1895
H 3.63 1.87 1.44 0.3946
H 2.20 2.91 1.32 0.1314
H 3.41 2.90 -0.01 0.4478
C 3.35 0.03 -0.96 -1.4656
H 3.86 0.71 -1.66 0.4490
H 2.95 -0.83 -1.50 0.2424
H 4.09 -0.33 -0.22 0.4639
C -2.85 -0.08 -1.44 -1.3897
H -3.52 -0.87 -1.05 0.4463
H -2.97 -0.04 -2.53 0.3632
H -3.13 0.88 -0.99 0.3840
C -0.71 -2.08 -1.79 -0.7193
H 0.29 -2.42 -1.49 0.1124
H -0.74 -1.97 -2.88 -0.3872
H -1.45 -2.83 -1.48 0.4940
C -2.48 4.04 2.94 -1.1472
Si -1.34 2.59 3.33 0.2176
C 0.42 3.25 3.49 -1.1411
C -1.85 1.99 5.04 -1.2417
C -1.54 1.30 2.01 -0.5720
H -2.45 4.81 3.72 0.3096
H -3.52 3.68 2.85 0.3081
H -2.21 4.50 1.98 0.2939
H 0.49 3.93 4.34 0.4166
H 1.18 2.46 3.64 0.3969
H 0.71 3.82 2.59 0.2878
H -2.82 1.47 5.01 0.4067
H -1.14 1.31 5.53 0.3762
H -1.97 2.85 5.71 0.4047
H -2.43 0.66 2.19 0.5433
H -1.75 1.78 1.03 0.3060
```

Computed properties:
**Energy above the lowest of the compared OMol25 structures with the same formula, charge and spin**: 0.0000 eV
**HOMO-LUMO gap**: 7.64 eV
**Charge**: +1
**LUMO energy**: -2.711 eV



no.,HOMO energy (eV)
1,-4.63
2,-10.35